w | Here is the molecule C8H11NO3 from the OMol25 dataset. Energies are from ωB97M-V/def2-TZVPD.

```
23
Properties=species:S:1:pos:R:3:mulliken_charge:R:1
O 1.147 -1.394 0.213 -0.250
O 0.553 0.249 1.646 -0.585
O -2.030 -0.968 1.610 -0.578
N -1.175 -2.693 -1.385 -0.486
C 2.487 -1.374 0.620 -0.347
C -3.635 -0.158 -0.025 -1.603
C 3.427 -1.708 -0.495 -1.065
C -2.262 0.025 0.587 0.747
C -1.934 1.500 0.922 -1.562
C 0.301 -0.641 0.870 0.244
C -1.307 -2.036 -0.453 -0.160
C -1.149 -1.032 0.559 1.721
H -4.454 0.050 0.833 0.316
H -3.838 -1.168 -0.216 0.477
H 4.521 -1.737 -0.021 0.321
H 3.292 -2.631 -1.041 0.325
H -3.807 0.518 -0.823 0.373
H -2.914 2.000 1.014 0.378
H 2.530 -2.172 1.391 0.277
H 3.535 -0.776 -1.188 0.266
H -1.387 1.631 1.769 0.529
H 2.863 -0.518 1.032 0.388
H -1.421 2.050 0.069 0.275
```

LUMO: 0.6552 eV
HOMO-LUMO gap: 11.3 eV
SMILES: CCOC(=O)[C@@]1(C#N)OC1(C)C
charge: 0
highest occupied orbital energy: -10.6 eV

***

x | Here is a cluster of 2 separate species, C8H11NO3 in total from the OMol25 dataset. Energies are from ωB97M-V/def2-TZVPD.

```
23
Properties=species:S:1:pos:R:3:mulliken_charge:R:1
O 2.307 -3.832 1.564 -0.550
O 1.287 -0.649 -1.504 -0.467
O 0.852 0.834 0.818 -0.622
N 1.601 -2.038 0.321 -0.232
C 1.784 -1.707 -0.966 0.702
C -1.426 0.002 0.420 -0.564
C -0.602 2.304 -0.454 -1.068
C 2.767 -2.609 -1.696 -0.768
C 2.235 -3.220 0.531 0.329
C -0.435 1.192 0.565 0.748
C -1.456 0.917 1.625 -0.551
C 2.912 -3.571 -0.819 -0.430
H -1.052 0.594 2.660 0.216
H 0.884 -0.137 -0.824 0.326
H -2.387 1.522 1.547 0.237
H 0.835 -0.097 1.268 0.424
H -1.736 2.643 -0.478 0.256
H 3.652 -4.293 -0.854 0.491
H 0.057 3.166 -0.113 0.329
H -1.120 -1.067 0.294 0.209
H -0.156 1.926 -1.411 0.258
H -2.182 0.184 -0.294 0.252
H 2.900 -2.466 -2.718 0.474
```

LUMO: -0.7566 eV
HOMO-LUMO gap: 8.5 eV
SMILES: O=C1C=CC(O)=N1.CC1(O)CC1
charge: 0
highest occupied orbital energy: -9.3 eV

***

Most stable: w. Least stable: x.

***

w | Here is a structure of composition C46H44N8O2SSe2Ta from the OMol25 dataset. Energies are from ωB97M-V/def2-TZVPD.

```
104
Properties=species:S:1:pos:R:3:mulliken_charge:R:1
Ta -15.462 -3.109 14.793 -0.119
Se -15.190 -3.226 11.933 0.569
Se -14.669 -0.592 13.669 0.380
S -17.410 -1.570 15.975 1.858
O -17.790 -0.267 15.483 -0.795
O -15.919 -1.698 16.239 -0.662
N -13.398 -3.763 14.532 1.102
N -15.211 -4.415 16.572 0.991
N -8.807 -3.597 12.096 -0.390
N -18.410 -2.151 12.442 0.230
N -11.405 -4.322 13.865 0.233
N -17.516 -2.802 14.948 0.488
N -8.342 -3.472 10.912 -0.609
N -9.624 -4.692 12.171 0.926
C -10.269 -6.429 10.359 -0.520
C -9.638 -5.300 10.923 1.129
C -9.177 -5.934 8.276 -0.355
C -21.181 -2.196 11.872 -1.035
C -18.210 -1.921 17.468 -1.194
C -20.694 -2.729 13.094 0.965
C -21.080 -3.743 15.199 -1.263
C -11.207 -3.082 14.479 -1.338
C -17.141 -5.212 12.966 -0.610
C -13.488 -2.455 19.177 -0.979
C -17.658 -2.725 18.415 0.713
C -14.948 0.914 14.822 -0.985
C -8.844 -4.502 10.157 0.193
C -18.909 -1.686 11.338 0.287
C -14.875 -6.278 18.517 -1.295
C -13.306 -3.448 11.397 -0.964
C -18.404 -2.959 19.599 -1.116
C -20.219 -2.307 21.224 -1.516
C -15.572 -6.638 17.382 -1.245
C -12.646 -4.722 13.928 -0.056
C -10.183 -5.092 13.392 -1.570
C -16.365 -4.990 14.085 1.363
C -9.936 -6.812 9.069 -0.734
C -21.568 -3.176 14.048 -0.899
C -17.937 -7.296 13.921 -1.204
C -14.020 -2.742 17.982 -0.286
C -19.320 -2.701 13.325 -0.331
C -19.687 -3.787 15.492 -0.193
C -20.266 -1.756 10.951 -1.092
C -19.395 -1.199 17.712 -0.694
C -15.636 -5.680 16.343 1.485
C -13.280 -3.412 20.145 -0.975
C -14.375 -5.003 18.721 1.356
C -16.355 -5.996 15.103 0.662
C -13.725 -4.680 19.911 -1.022
C -19.607 -2.250 19.850 0.697
C -15.463 -1.453 11.149 -1.183
C -12.454 -2.750 14.876 -0.426
C -17.146 -7.123 15.014 -0.799
C -8.681 -4.770 8.791 -0.678
C -18.856 -3.159 14.589 0.561
C -15.889 -0.426 12.193 -0.780
C -17.901 -6.351 12.888 -1.066
C -20.055 -1.372 18.882 -0.857
C -14.439 -4.026 17.708 0.317
C -13.176 -6.036 13.545 -0.377
H -21.301 -2.017 21.256 0.380
H -10.207 -2.606 14.394 0.537
H -10.919 -7.063 10.947 0.279
H -18.024 -3.537 20.422 0.497
H -19.727 -0.502 16.944 0.571
H -22.654 -3.047 13.902 0.463
H -16.228 -1.614 10.389 0.340
H -14.991 0.538 15.872 0.082
H -22.241 -2.168 11.580 0.443
H -15.866 -7.643 17.175 0.532
H -13.156 -1.418 19.361 0.471
H -20.937 -0.734 19.114 0.410
H -14.225 1.653 14.858 0.544
H -13.663 -5.418 20.631 0.590
H -14.156 -5.879 13.106 -0.030
H -18.648 -8.067 13.852 0.510
H -14.037 -1.997 17.242 0.194
H -10.394 -7.768 8.724 0.366
H -20.261 -3.256 21.627 0.467
H -19.316 -4.123 16.455 0.687
H -21.740 -4.140 15.918 0.568
H -15.657 0.490 11.755 0.783
H -12.801 -1.839 15.287 0.722
H -17.222 -7.879 15.845 0.298
H -16.936 -0.550 12.495 0.304
H -12.667 -6.426 12.637 0.072
H -18.496 -6.616 11.985 0.428
H -9.048 -6.122 7.208 0.385
H -19.563 -1.716 21.904 0.317
H -12.870 -3.158 21.069 0.517
H -17.264 -4.514 12.193 0.503
H -13.028 -4.508 11.456 0.147
H -13.224 -6.767 14.340 0.311
H -15.911 1.303 14.624 0.451
H -10.459 -6.153 13.332 0.607
H -13.371 -3.008 10.431 0.855
H -9.580 -4.884 14.227 0.395
H -14.546 -1.256 10.601 0.752
H -8.010 -4.170 8.167 0.407
H -14.691 -6.994 19.313 0.470
H -12.627 -2.858 12.092 0.155
H -18.158 -1.213 10.615 0.009
H -16.758 -3.221 18.186 0.449
H -20.531 -1.478 9.933 0.468
```

LUMO: -9.2500 eV
HOMO-LUMO gap: 5.6 eV
charge: +3
highest occupied orbital energy: -14.9 eV

***

x | Here is a structure of composition C46H44N8O2SSe2Ta from the OMol25 dataset. Energies are from ωB97M-V/def2-TZVPD.

```
104
Properties=species:S:1:pos:R:3:mulliken_charge:R:1
Ta -1.452 0.077 -0.406 -1.425
Se -4.222 -0.256 -0.459 0.348
Se -2.577 1.168 2.246 0.679
S 0.810 -0.357 -2.109 1.482
O 0.327 -1.063 -0.848 -0.489
O 0.747 -1.126 -3.284 -0.795
N 0.057 1.035 0.993 1.421
N 5.381 -0.964 2.007 -1.082
N -2.090 -1.580 -1.936 1.671
N 3.840 0.250 2.842 0.794
N 4.608 0.043 1.754 0.238
N -0.236 0.825 -1.894 0.839
N 1.814 1.526 2.217 0.484
N -2.309 2.061 -1.074 0.606
C -4.360 0.400 2.465 -1.094
C 3.450 -0.489 -2.248 -0.915
C -3.481 4.173 -0.675 -1.398
C -0.838 4.694 -3.218 -1.178
C 3.817 -0.617 5.223 -0.584
C -1.951 -3.867 -2.388 -1.401
C 0.170 2.443 1.128 -0.601
C -2.998 -2.232 -5.472 -0.472
C -2.441 -1.352 -3.235 -0.335
C 0.199 3.972 -3.749 -1.170
C 3.197 1.508 2.894 -1.362
C 5.804 -2.394 4.090 -0.592
C 5.528 -2.420 5.413 -0.509
C 0.401 2.642 -3.421 -0.291
C -2.507 -0.024 -3.795 -0.391
C 2.365 0.243 -1.757 0.320
C -2.702 4.820 -1.582 -0.797
C 4.876 1.187 -1.276 0.942
C -2.790 0.149 -5.141 -0.807
C -1.969 0.816 4.020 -1.298
C -2.656 -2.398 -4.146 1.026
C 1.259 2.720 1.835 -1.760
C -1.739 -4.485 1.839 -1.251
C -1.652 -1.919 0.714 0.755
C -4.743 -0.595 1.444 -0.702
C 4.748 -0.055 -1.890 -1.014
C 2.504 1.483 -1.125 -0.289
C 1.242 -0.894 2.019 -1.794
C 5.157 -1.371 3.309 0.160
C 3.757 1.982 -0.944 -1.194
C 6.258 1.720 -0.948 -1.579
C -1.846 -3.362 2.632 -0.908
C -4.815 -1.974 -1.192 -0.622
C -1.748 4.115 -2.263 1.100
C 4.148 -0.568 3.861 1.245
C -1.512 2.779 -1.934 -0.362
C -0.415 2.089 -2.496 0.606
C -2.357 -3.694 -3.697 -1.712
C 1.057 0.533 1.703 0.733
C -1.714 -3.054 -0.110 0.440
C -1.946 -2.820 -1.508 1.531
C -3.106 -0.948 -6.020 -1.004
C 4.643 -1.487 5.951 -0.762
C -1.717 -4.366 0.469 -0.747
C -1.674 -2.084 2.086 0.265
C -3.278 2.767 -0.481 0.002
H 1.465 -1.035 3.076 0.673
H -3.234 -0.782 -7.074 0.445
H 3.920 2.916 -0.501 0.688
H 7.069 1.123 -1.387 0.416
H 6.431 1.817 0.161 0.282
H -3.285 -3.153 -6.096 0.355
H 0.428 -1.533 1.723 0.016
H 3.053 1.884 3.876 0.434
H 1.593 3.667 2.224 0.686
H -1.608 -1.250 2.754 0.177
H -5.861 -2.101 -0.997 0.639
H 5.581 -0.712 -2.082 0.467
H 6.446 -3.147 3.594 0.416
H -2.426 -4.579 -4.281 0.529
H -0.929 5.717 -3.510 0.503
H -0.564 3.091 0.690 0.596
H -4.365 -1.563 1.777 0.257
H -1.881 -3.455 3.695 0.553
H -5.044 1.252 2.457 0.548
H -2.322 0.921 -3.176 0.632
H 3.346 -1.361 -2.921 0.544
H 3.075 -0.006 5.839 0.304
H 0.803 4.388 -4.547 0.507
H 2.122 -1.184 1.443 0.144
H 6.097 -3.073 6.059 0.409
H -1.775 -5.505 2.254 0.403
H 6.269 2.735 -1.346 0.392
H 1.079 1.962 -3.909 0.711
H -2.722 1.107 -5.590 0.565
H -1.830 -0.247 4.225 0.450
H -5.857 -0.641 1.344 0.662
H -3.866 2.265 0.264 0.234
H 3.771 2.259 2.332 0.416
H -1.694 -4.872 -1.994 0.512
H -4.309 -2.873 -0.766 0.218
H 1.682 2.091 -0.887 0.685
H -4.581 -1.882 -2.270 0.073
H -4.368 -0.106 3.456 0.610
H -2.813 5.844 -1.857 0.598
H -1.014 1.258 4.050 0.302
H 4.440 -1.461 7.014 0.370
H -2.605 1.420 4.624 0.541
H -4.265 4.650 -0.068 0.494
H -1.774 -5.249 -0.104 0.544
```

LUMO: -9.3046 eV
HOMO-LUMO gap: 5.7 eV
charge: +3
highest occupied orbital energy: -15.0 eV

***

Most stable: x. Least stable: w.

***

w | Here is a cluster of 3 separate species, CH2BrNO4 in total from the OMol25 dataset. Energies are from ωB97M-V/def2-TZVPD.

```
9
Properties=species:S:1:pos:R:3:mulliken_charge:R:1
Br 1.894 -1.395 3.848 -0.185
O 0.753 1.993 -0.209 -0.321
O -1.594 1.447 -6.274 -0.259
O -1.623 1.586 -4.096 -0.395
O -0.707 0.629 -1.290 -0.391
N -1.672 0.828 -5.279 0.268
C 0.016 1.366 -0.820 0.691
H -1.682 1.280 -3.186 0.407
H 1.350 -0.708 4.867 0.185
```

LUMO: 0.2048 eV
HOMO-LUMO gap: 10.6 eV
SMILES: O=C=O.O=NO.Br
charge: 0
highest occupied orbital energy: -10.4 eV

***

x | Here is a cluster of 2 separate species, CH2BrNO4 in total from the OMol25 dataset. Energies are from ωB97M-V/def2-TZVPD.

```
9
Properties=species:S:1:pos:R:3:mulliken_charge:R:1
Br -2.092 0.404 -1.560 -0.212
O 1.527 0.672 -0.540 -0.396
O 0.814 -1.436 -0.275 -0.423
O -1.172 -0.530 1.137 -0.410
O -0.331 1.508 0.905 -0.471
N -0.436 0.360 0.463 0.504
C 0.770 -0.277 -0.159 0.625
H 2.447 0.642 -0.767 0.390
H -1.527 -1.344 0.797 0.394
```

LUMO (alpha / beta): -1.5108 / -2.7355 eV
HOMO-LUMO gap (alpha / beta): 8.8 / 6.8 eV
charge: 0
highest occupied orbital energy (alpha / beta): -10.3 / -9.6 eV

***

Most stable: w. Least stable: x.

***

w | Here is the molecule CH2N4O3 from the OMol25 dataset. Energies are from ωB97M-V/def2-TZVPD.

```
10
Properties=species:S:1:pos:R:3:mulliken_charge:R:1
O 2.805 0.029 1.200 -0.544
O 3.945 -1.102 -0.261 -0.555
O 2.146 -0.135 -0.959 -0.428
N 0.989 0.567 -0.591 0.299
N 3.156 -0.426 0.201 1.166
N 1.532 2.867 0.013 -0.403
N -0.155 -0.168 -0.291 -0.531
C 1.201 1.812 -0.294 0.436
H -0.048 -0.916 -0.944 0.276
H -0.394 -0.384 0.652 0.283
```

LUMO (alpha / beta): 0.2419 / -3.4325 eV
spin multiplicity: 3
HOMO-LUMO gap (alpha / beta): 4.9 / 8.2 eV
charge: 0
highest occupied orbital energy (alpha / beta): -4.7 / -11.7 eV

***

x | Here is the molecule CH2N4O3 from the OMol25 dataset. Energies are from ωB97M-V/def2-TZVPD.

```
10
Properties=species:S:1:pos:R:3:mulliken_charge:R:1
O 0.615 1.398 0.595 -0.327
O 2.261 -0.413 0.441 -0.884
O 0.906 -1.766 -0.551 -0.691
N -0.802 0.047 -0.632 -0.257
N -2.997 -0.433 0.492 -0.333
N 1.212 -0.791 0.039 1.137
N 0.168 0.141 0.365 0.256
C -2.033 -0.218 -0.095 0.363
H 1.648 1.207 0.594 0.447
H -0.978 0.827 -1.248 0.289
```

LUMO (alpha / beta): 0.1695 / -4.3818 eV
spin multiplicity: 3
HOMO-LUMO gap (alpha / beta): 6.7 / 6.2 eV
charge: 0
highest occupied orbital energy (alpha / beta): -6.6 / -10.6 eV

***

Most stable: x. Least stable: w.